# C5H7N2

An isolated ion of composition C5H7N2 and charge +1 (ωB97M-V/def2-TZVPD, OMol25).

The value obtained for the relative energy (zero: lowest compared OMol25 entry of this formula, charge and spin) is 112.8 kcal/mol. The gap between HOMO and LUMO is 8.813 eV. For the largest force on an atom, the calculation gives 0.0825 Eh/bohr. Its charge is +1.

Atoms and positions in Å:
C (0.26, -0.02, -1.03)
C (0.75, -0.23, 0.31)
C (0.42, 1.94, 0.04)
C (-0.03, -1.33, 0.95)
C (-0.90, -0.63, -0.17)
N (0.85, 0.96, 0.87)
N (0.23, 1.34, -1.12)
H (0.54, -0.47, -1.98)
H (0.14, -2.33, 0.76)
H (-0.28, -1.13, 2.02)
H (-1.40, 0.24, 0.05)
H (-1.46, -1.33, -0.78)
H (0.75, 1.02, 1.96)
H (0.12, 1.98, -1.89)